Entry from OMol25: a cluster of 5 separate species, C4H14NO6S in total at a distorted geometry (ωB97M-V/def2-TZVPD).

LUMO energy in eV: 3.130
ΔE to the lowest compared entry with this formula, charge and spin in eV: 0.0000
Kohn-Sham gap in eV: 7.286
Charge: -1

Each atom is followed by the atoms it is bonded to, with distances in Å.
Cartesian coordinates (Å):
1 O 2.638 -0.625 -0.709  C2 1.228
2 C 1.993 0.346 -0.322  O1 1.228, N3 1.364, H9 1.141
3 N 0.905 0.345 0.500  C2 1.364, C4 1.462, H10 1.015
4 C 0.288 -0.901 0.951  N3 1.462, C5 1.560, C7 1.626, H11 1.098
5 C -1.142 -1.245 0.432  C4 1.560, S6 1.852, H12 1.099, H13 1.114
6 S -2.175 -1.117 1.963  C5 1.852, C7 2.229
7 C -0.036 -0.881 2.545  C4 1.626, S6 2.229, O8 1.224, H14 1.150
8 O 0.102 0.220 3.060  C7 1.224
9 H 2.186 1.324 -0.876  C2 1.141
10 H 0.574 1.238 0.848  N3 1.015
11 H 1.027 -1.705 0.827  C4 1.098
12 H -1.496 -0.620 -0.400  C5 1.099
13 H -1.089 -2.309 0.109  C5 1.114
14 H 0.058 -1.896 3.078  C7 1.150
15 H 0.399 -2.722 -1.098  O17 0.936
16 H 1.759 -1.995 -1.408  O17 0.979
17 O 0.887 -2.272 -1.758  H15 0.936, H16 0.979
18 H -0.830 2.888 -1.120  O20 0.990
19 H -0.356 3.611 0.054  O20 0.913
20 O -0.278 3.666 -0.854  H18 0.990, H19 0.913
21 H 0.086 -1.186 -3.443  O23 0.970
22 H -0.969 -0.116 -3.749  O23 0.943
23 O -0.245 -0.585 -4.129  H21 0.970, H22 0.943
24 H -1.123 1.541 1.999  O26 1.018
25 H -1.989 2.584 2.023  O26 0.997
26 O -1.175 2.413 1.474  H24 1.018, H25 0.997